C23H22F5N5O2PtSe as an isolated structure, computed with ωB97M-V/def2-TZVPD.

Values from the calculation:
energy above the lowest of the compared OMol25 structures with the same formula, charge and spin: 0.131 eV
LUMO level (alpha / beta): 0.1602 / 0.1601 hartree
E_HOMO (alpha / beta): -0.02241 / -0.04774 Eh

Structure (ORCA input):
```
! RIJCOSX wB97M-V def2-TZVPD def2/J DEFGRID3
* xyz -2 3
Pt 2.818 -1.188 0.165
Se 1.859 0.738 -0.783
F 3.791 4.432 2.583
F 0.327 3.025 2.439
F 0.743 3.705 -1.093
F 1.924 5.882 0.878
F 4.194 1.813 1.522
O 3.680 -3.214 0.432
O 3.657 -2.473 -1.653
N -4.218 1.850 -3.447
N -2.153 -1.991 -2.280
N -0.799 -2.922 -0.808
N -4.010 0.648 -3.856
N -3.114 0.053 -3.045
C -2.954 -2.465 -1.260
C -3.275 3.225 -1.538
C 1.058 -1.317 2.645
C -0.270 -0.675 2.213
C 3.203 2.628 1.109
C 1.002 -2.822 2.365
C 1.231 3.437 0.190
C 3.901 -3.354 -0.799
C -3.437 2.076 -2.333
C -2.712 0.917 -2.060
C 3.028 3.887 1.613
C -0.854 -2.288 -1.954
C -2.610 -1.257 -3.419
C 2.183 2.279 0.224
C 0.451 3.937 1.339
C -2.387 3.146 -0.494
C 2.196 -0.649 1.911
C -1.830 0.814 -0.975
C -1.690 1.947 -0.212
C -2.099 -3.033 -0.372
C 0.304 -1.910 -2.810
C 1.787 4.504 1.133
C 1.250 -1.077 4.144
H 0.333 -0.832 -2.988
H -2.331 -3.489 0.577
H -3.813 4.134 -1.773
H 0.414 -1.501 4.712
H -0.431 -0.859 1.151
H -4.019 -2.308 -1.257
H -1.258 -0.072 -0.744
H 1.231 -2.182 -2.305
H 2.178 -1.542 4.489
H -2.145 4.001 0.125
H -0.258 0.406 2.376
H 2.372 0.376 2.233
H 1.950 -3.299 2.625
H -1.113 -1.107 2.769
H 0.816 -3.001 1.307
H -0.997 1.942 0.620
H 0.260 -2.422 -3.776
H -3.426 -1.777 -3.921
H 1.301 -0.007 4.357
H 0.200 -3.291 2.949
H 4.335 -4.317 -1.121
H -1.777 -1.162 -4.116
*
```

List of natural (NBO) charges in e, atom by atom: Pt 0.4872; Se -0.0476; F -0.3304; F -0.4356; F -0.3735; F -0.3808; F -0.3245; O -0.7211; O -0.7336; N -0.2593; N -0.3806; N -0.4593; N -0.0691; N -0.2071; C -0.1187; C -0.2388; C -0.1836; C -0.6004; C 0.2348; C -0.6151; C 0.1984; C 0.6266; C 0.0955; C 0.0717; C 0.2995; C 0.3838; C -0.0187; C -0.2809; C -0.0777; C -0.2221; C -0.2911; C -0.2678; C -0.0886; C -0.0849; C -0.6772; C 0.1352; C -0.5940; H 0.2407; H 0.2046; H 0.2080; H 0.1819; H 0.2117; H 0.2123; H 0.2426; H 0.2878; H 0.1979; H 0.2480; H 0.2272; H 0.1482; H 0.2089; H 0.1767; H 0.2400; H 0.2426; H 0.2017; H 0.2080; H 0.2114; H 0.1733; H 0.0638; H 0.2122

C23H22IN4O10STeY as an isolated structure, computed with ωB97M-V/def2-TZVPD.

Values from the calculation:
energy above the lowest of the compared OMol25 structures with the same formula, charge and spin: 0.000 eV
LUMO level: 0.1342 hartree
E_HOMO: -0.06910 Eh

Structure (ORCA input):
```
! RIJCOSX wB97M-V def2-TZVPD def2/J DEFGRID3
* xyz -2 1
I 2.557 -5.224 -1.374
Te -3.658 -2.536 1.067
Y 1.304 0.515 -0.698
S -6.036 -0.930 -0.654
O 2.852 1.233 0.771
O 1.959 -2.123 2.753
O 0.792 -1.728 -1.610
O 0.834 2.677 -1.061
O 3.336 -0.208 -1.838
O 1.803 0.621 -3.088
O 4.038 1.404 2.662
O -0.045 1.323 1.262
O 1.303 -1.099 0.889
O 3.550 -0.288 -3.995
N -3.065 1.354 -1.869
N -0.184 -3.351 -0.384
N -1.048 0.594 -1.489
N 2.915 0.030 -3.010
C -1.523 2.965 -0.811
C 2.983 1.305 2.044
C -1.796 -0.392 -2.097
C 0.852 -0.002 2.938
C -2.326 5.078 0.092
C 2.244 -3.277 -0.522
C -1.016 5.558 0.091
C -3.049 0.062 -2.334
C -2.555 3.791 -0.365
C -4.748 -0.832 0.491
C -1.843 1.645 -1.356
C -0.175 3.423 -0.758
C -0.474 2.676 3.075
C 0.885 -2.723 -0.878
C 0.646 2.250 2.129
C -0.484 0.416 2.299
C -6.383 0.755 -0.577
C -5.553 1.366 0.316
C 1.447 -1.176 2.164
C -1.257 1.349 3.236
C -4.620 0.467 0.908
C 0.025 4.758 -0.327
C 1.663 1.342 2.839
H 1.088 3.038 1.528
H 1.049 5.113 -0.309
H 2.354 -3.373 0.555
H -7.185 1.194 -1.150
H -1.091 -2.888 -0.381
H -1.087 3.445 2.602
H 3.009 -2.629 -0.935
H -0.809 6.565 0.436
H -0.045 -4.054 0.323
H 1.902 1.709 3.836
H -2.290 1.453 2.907
H -3.880 1.937 -1.806
H -3.921 -0.413 -2.743
H -3.146 5.689 0.446
H -1.067 -0.391 1.857
H 0.734 -0.310 3.975
H -1.264 0.969 4.257
H -5.604 2.422 0.552
H -0.083 3.067 4.015
H -3.871 0.767 1.627
H -3.570 3.406 -0.342
H -1.363 -1.348 -2.325
*
```

List of natural (NBO) charges in e, atom by atom: I 0.0185; Te -0.4511; Y 2.0915; S 0.4004; O -0.8457; O -0.6878; O -0.7111; O -0.8255; O -0.5458; O -0.5283; O -0.6855; O -0.5702; O -0.8809; O -0.4375; N -0.5136; N -0.7958; N -0.5656; N 0.7280; C -0.1365; C 0.8050; C -0.0700; C -0.3364; C -0.3124; C -0.5818; C -0.2049; C -0.0929; C -0.1911; C -0.4293; C 0.3791; C 0.4046; C -0.4226; C 0.7273; C 0.0858; C 0.0906; C -0.4936; C -0.2779; C 0.8282; C -0.4289; C -0.3539; C -0.3021; C -0.3360; H 0.2390; H 0.2125; H 0.2800; H 0.2161; H 0.4384; H 0.2197; H 0.2660; H 0.1929; H 0.3975; H 0.2179; H 0.2119; H 0.4222; H 0.2211; H 0.1950; H 0.2488; H 0.2206; H 0.2039; H 0.2069; H 0.1986; H 0.2225; H 0.1910; H 0.2330

One molecule with the formula C23H22N2O4S, computed with ωB97M-V/def2-TZVPD.

Values from the calculation:
energy above the lowest of the compared OMol25 structures with the same formula, charge and spin: 1.275 eV
SMILES: CC(=O)c1cccc(NC(=O)c2ccccc2N(Cc2ccccc2)S(C)(=O)=O)c1
LUMO level: 0.0171 hartree
E_HOMO: -0.31403 Eh

Structure (ORCA input):
```
! RIJCOSX wB97M-V def2-TZVPD def2/J DEFGRID3
* xyz 0 1
S -0.761 -1.719 -1.333
O -0.658 -2.867 -0.494
O 0.406 -0.936 -1.611
O 6.371 1.456 -0.941
O -0.095 -0.241 1.260
N 1.562 0.864 0.140
N -1.967 -0.721 -0.780
C -1.569 3.414 -1.226
C -3.997 -0.646 0.577
C -2.707 2.777 -1.692
C 5.106 -0.867 1.542
C -3.340 -0.266 1.742
C -0.719 1.306 -0.422
C 7.669 -0.112 0.289
C 3.894 -1.250 2.085
C 3.934 0.638 0.082
C -4.030 0.397 2.740
C 5.134 0.089 0.526
C -5.346 -0.358 0.429
C -1.859 0.661 -0.918
C 2.716 0.254 0.630
C 0.267 0.531 0.396
C 2.702 -0.701 1.645
C -6.036 0.299 1.434
C -3.238 -1.360 -0.512
C -0.583 2.678 -0.593
C 6.383 0.565 -0.120
C -1.411 -2.268 -2.941
C -2.850 1.410 -1.547
C -5.378 0.680 2.590
H 7.858 0.060 1.346
H -3.513 0.693 3.641
H 3.872 -1.992 2.869
H 1.716 1.441 -0.676
H -1.672 -1.387 -3.514
H -2.288 -0.484 1.849
H -7.086 0.516 1.310
H -0.615 -2.813 -3.430
H -3.487 3.347 -2.175
H 3.975 1.373 -0.710
H 6.017 -1.310 1.911
H -3.739 0.921 -1.914
H -3.857 -1.430 -1.419
H -1.457 4.481 -1.343
H 7.602 -1.183 0.115
H 8.491 0.300 -0.292
H -5.915 1.196 3.372
H 1.763 -1.015 2.067
H 0.283 3.183 -0.189
H -2.980 -2.372 -0.185
H -2.265 -2.912 -2.782
H -5.864 -0.651 -0.474
*
```

List of natural (NBO) charges in e, atom by atom: S 2.3393; O -0.9247; O -0.9446; O -0.5424; O -0.6178; N -0.6167; N -0.7125; C -0.2175; C 0.0441; C -0.1865; C -0.1973; C -0.2353; C -0.1658; C -0.7171; C -0.1975; C -0.2081; C -0.1889; C -0.1603; C -0.2432; C 0.2640; C 0.2363; C 0.7001; C -0.2411; C -0.2083; C -0.2651; C -0.1813; C 0.5784; C -0.8681; C -0.2539; C -0.2158; H 0.2311; H 0.2139; H 0.2161; H 0.4046; H 0.2362; H 0.2522; H 0.2125; H 0.2529; H 0.2183; H 0.2266; H 0.2122; H 0.2178; H 0.1830; H 0.2188; H 0.2306; H 0.2377; H 0.2128; H 0.2597; H 0.2194; H 0.2499; H 0.2359; H 0.2054

One molecule with the formula C23H22N4O3, computed with ωB97M-V/def2-TZVPD.

Values from the calculation:
energy above the lowest of the compared OMol25 structures with the same formula, charge and spin: 2.470 eV
SMILES: CN(Cc1ccon1)C(=O)CCc1nnc(Cc2ccc(-c3ccccc3)cc2)o1
LUMO level: 0.0250 hartree
E_HOMO: -0.31627 Eh

Structure (ORCA input):
```
! RIJCOSX wB97M-V def2-TZVPD def2/J DEFGRID3
* xyz 0 1
O -2.990 3.008 0.321
O -5.454 -1.680 0.849
O -1.387 -0.865 -0.162
N -4.583 -0.641 -0.938
N -2.068 -0.507 1.885
N -3.669 2.281 -0.598
N -1.431 0.606 1.455
C -3.436 2.696 1.539
C -2.036 -1.362 0.921
C -0.270 1.279 -0.641
C 8.034 -0.507 0.472
C 1.953 0.447 -1.504
C -4.425 1.766 1.446
C 7.112 -0.820 1.457
C -4.533 1.539 0.051
C 3.294 0.162 -1.322
C -5.392 0.536 -0.646
C 1.808 1.206 0.761
C -2.640 -2.714 0.899
C 3.909 0.389 -0.094
C 7.608 0.101 -0.697
C -3.681 -2.837 -0.230
C -4.658 -1.679 -0.071
C 5.774 -0.527 1.275
C 3.144 0.914 0.946
C -1.044 0.379 0.245
C 6.269 0.390 -0.883
C 5.334 0.081 0.102
C -3.747 -0.505 -2.108
C 1.200 0.978 -0.468
H 3.865 -0.264 -2.134
H -1.859 -3.466 0.767
H -3.440 0.541 -2.184
H -4.978 1.287 2.225
H -5.784 0.942 -1.582
H 1.218 1.609 1.571
H 1.492 0.255 -2.463
H -4.308 -0.776 -3.008
H 8.323 0.352 -1.467
H 3.608 1.112 1.901
H -0.577 1.119 -1.675
H -3.198 -2.866 -1.203
H 9.080 -0.734 0.616
H 5.057 -0.789 2.040
H -4.239 -3.762 -0.086
H -6.209 0.229 0.009
H -0.486 2.308 -0.350
H 7.438 -1.298 2.370
H 5.945 0.879 -1.790
H -2.969 3.184 2.370
H -2.851 -1.116 -2.051
H -3.125 -2.861 1.864
*
```

List of natural (NBO) charges in e, atom by atom: O -0.2746; O -0.6380; O -0.4333; N -0.4291; N -0.2890; N -0.1659; N -0.3203; C 0.1634; C 0.4612; C -0.4794; C -0.2190; C -0.2000; C -0.3486; C -0.1928; C 0.1343; C -0.2000; C -0.2596; C -0.1575; C -0.4493; C -0.0707; C -0.2038; C -0.4822; C 0.6847; C -0.2316; C -0.2006; C 0.4907; C -0.2272; C 0.0383; C -0.4232; C -0.0311; H 0.2149; H 0.2321; H 0.2326; H 0.2497; H 0.2167; H 0.2182; H 0.2085; H 0.1932; H 0.2131; H 0.2143; H 0.2355; H 0.2130; H 0.2132; H 0.2143; H 0.2439; H 0.2599; H 0.2610; H 0.2120; H 0.2136; H 0.2178; H 0.2158; H 0.2610

no.,E (eV)
1,-117930.074
2,-77923.839
3,-46213.895
4,-36309.940